## a
{
  "formula": "C41H103N17O11",
  "method": "ωB97M-V/def2-TZVPD",
  "homo_energy_ev": -7.9622,
  "total_charge": 0,
  "smiles": "CC1(C)CCCC(C)(C)N1O.CC1(C)CCCC(C)(C)N1O.CC1(C)CCCC(C)(C)N1O.COC[C@H](C)N.COC[C@H](C)N.NC(N)=O.NC(N)=O.NC(N)=O.NC(N)=O.NC(N)=O.NC(N)=O",
  "orbital_gap_ev": 7.84,
  "lumo_energy_ha": -0.0046,
  "symbols": ["C", "H", "H", "C", "C", "H", "C", "O", "H", "H", "H", "H", "H", "H", "N", "C", "C", "H", "H", "H", "N", "H", "H", "H", "O", "H", "H", "H", "H", "H", "H", "H", "H", "H", "H", "C", "H", "H", "N", "C", "C", "H", "C", "N", "C", "H", "H", "C", "H", "H", "H", "N", "H", "C", "H", "N", "N", "C", "H", "H", "C", "C", "H", "H", "H", "H", "H", "H", "O", "H", "C", "H", "C", "H", "H", "H", "H", "H", "H", "H", "H", "C", "H", "H", "H", "H", "H", "H", "C", "N", "H", "H", "C", "O", "H", "C", "H", "H", "C", "H", "O", "H", "H", "H", "H", "H", "H", "C", "H", "N", "H", "H", "C", "N", "N", "H", "H", "N", "H", "H", "H", "H", "H", "H", "H", "H", "H", "O", "N", "C", "C", "H", "N", "N", "H", "C", "C", "O", "O", "C", "N", "C", "C", "C", "H", "N", "H", "H", "H", "H", "H", "H", "O", "H", "C", "C", "C", "C", "H", "H", "O", "O", "H", "C", "C", "H", "H", "H", "H", "C", "H", "C"],
  "coordinates": [[-4.218, -3.621, -7.159], [6.625, 5.967, -8.946], [-0.828, 8.320, 2.798], [7.840, 3.489, -9.315], [5.820, 3.967, -5.710], [4.524, -4.772, -4.707], [3.377, -0.875, 3.619], [5.621, -0.432, 1.849], [4.536, 6.394, -5.453], [8.350, 2.554, -9.544], [3.944, -4.313, -6.451], [-1.064, -10.128, 2.894], [-5.159, -10.771, 6.559], [-0.584, 1.788, -2.618], [-3.623, 4.472, -8.766], [5.278, -2.600, 3.847], [5.059, -0.654, 5.486], [-4.887, -8.853, 5.199], [-2.341, 5.777, 2.927], [6.555, 2.108, -7.662], [-3.485, -3.464, -6.115], [-3.334, -5.797, 6.202], [4.533, -1.325, 6.165], [6.808, 3.404, -9.655], [-5.302, -4.261, -7.116], [2.636, 9.012, 3.757], [7.696, 3.156, -5.055], [-7.381, 0.067, 3.677], [4.111, 2.287, 3.264], [-0.282, 4.668, 3.782], [3.908, 1.110, 5.389], [-12.126, 1.941, 3.841], [7.391, 1.592, 1.807], [-4.320, 7.368, -1.106], [-5.759, 8.423, -1.600], [-5.821, -6.105, -0.223], [-5.929, 9.250, -3.204], [-1.068, -10.474, 6.705], [-6.139, -7.276, 0.210], [-1.138, 6.614, 4.229], [-4.419, 8.050, -2.912], [-2.713, 5.438, 4.450], [6.846, 2.911, -5.691], [5.743, -0.151, 3.180], [4.912, 0.874, 5.740], [-0.963, 4.697, 5.293], [-3.984, 4.177, -7.870], [6.314, 5.337, -6.144], [-1.388, -7.384, 6.934], [-10.313, -0.890, 2.863], [4.908, 1.048, 6.816], [3.429, -3.508, -6.123], [7.451, 7.031, -5.391], [-11.683, 1.714, 4.811], [-6.617, -4.632, -1.385], [-1.720, 3.786, -7.963], [-2.438, 6.195, 3.841], [-3.281, -10.902, 5.433], [-1.003, 0.087, -1.725], [-2.788, -6.019, 4.735], [3.331, -3.165, -4.886], [-3.477, -6.529, 5.407], [-7.040, -7.636, -0.070], [7.826, 2.414, 3.310], [-2.358, -0.130, -0.555], [6.987, 1.181, 5.453], [-0.020, 6.851, 2.304], [-7.484, -6.135, -1.357], [0.960, 7.863, 3.873], [-0.065, -9.628, 5.430], [-9.581, 0.515, 4.923], [6.447, 1.984, -5.280], [5.997, 1.300, 3.471], [-0.730, 3.591, -8.006], [9.736, 5.091, -7.592], [4.504, 5.786, -7.178], [4.761, -0.040, 1.681], [-9.286, -0.487, 5.235], [-0.409, -11.362, 5.415], [-7.238, 1.366, 2.738], [8.098, 1.880, -6.993], [5.073, 2.291, 2.751], [-8.677, -1.125, 2.592], [0.508, 5.525, 5.183], [9.673, 3.925, -6.284], [4.774, -3.249, 3.131], [-3.713, -10.373, 7.428], [-12.463, 1.937, 5.539], [7.318, 2.635, -7.089], [-1.676, 0.425, -1.052], [-2.251, 3.755, -7.104], [3.183, -1.193, 2.595], [-9.429, -0.338, 2.543], [-1.876, 4.389, -10.186], [-1.438, 3.290, -2.137], [7.250, 6.002, -5.094], [5.967, 2.654, 5.122], [-2.851, -2.771, -8.281], [9.446, 4.071, -7.340], [4.936, 2.135, 1.681], [7.271, 6.088, -8.245], [2.281, 8.216, 2.265], [-4.491, -6.487, 5.008], [10.185, 3.400, -7.778], [5.120, 7.220, -6.782], [-2.877, -11.761, 5.969], [6.074, -0.819, 5.847], [-2.345, -7.849, 7.173], [5.537, 3.276, 2.799], [4.116, -3.982, -4.227], [1.438, 9.609, 2.715], [-5.007, -8.306, 6.895], [7.390, 1.505, 2.893], [-5.250, 8.643, -3.641], [-7.686, 1.025, 3.576], [-2.133, -8.788, 7.683], [2.770, -3.094, -6.767], [-4.892, 7.921, -1.728], [-9.527, 0.097, 1.548], [8.080, 0.686, 3.094], [-4.175, 4.768, -9.558], [-1.924, -7.578, 3.206], [-5.082, 8.813, -4.622], [-1.236, 7.204, 5.140], [-10.927, 2.485, 4.955], [5.137, 4.106, -4.872], [-3.959, -11.273, 4.664], [2.697, -2.233, -4.395], [6.997, 5.024, -7.465], [7.926, 3.845, -7.773], [-4.370, -8.792, 6.156], [-1.672, -11.742, 3.418], [-1.159, 2.330, -1.989], [-3.823, -3.044, -8.268], [-4.407, -2.784, -9.050], [-2.365, 4.228, -9.009], [-0.823, -10.381, 5.647], [-4.765, -5.552, 0.017], [-3.416, 7.526, -3.324], [-0.410, 5.353, 4.620], [-2.371, -8.608, 4.708], [-9.150, 0.798, 3.470], [-0.236, 7.482, 3.166], [4.877, -1.019, 3.996], [5.182, -3.174, 4.769], [-6.685, -5.589, -1.068], [4.197, -3.677, -3.268], [-2.945, -7.340, 7.928], [-2.696, -2.836, -6.172], [-9.029, 1.196, 5.571], [2.762, -1.501, 4.266], [6.335, -2.816, 3.693], [-11.021, 0.455, 4.953], [8.247, 5.561, -5.119], [-2.087, -10.078, 4.788], [-1.875, -10.672, 3.378], [5.097, 6.211, -6.369], [-1.882, 1.700, -1.193], [-3.745, -3.820, -5.206], [6.989, 6.088, -4.039], [-2.783, 2.269, -0.608], [-1.477, -7.794, 4.027], [8.273, 4.287, -9.918], [1.808, 8.673, 3.135], [6.069, 1.574, 5.015], [5.157, 3.554, -6.470], [3.126, 0.185, 3.647], [-9.616, 1.690, 3.050], [-2.701, -10.457, 2.699], [-4.199, -10.264, 6.459], [-5.658, -7.602, 1.036], [-3.090, -7.944, 5.857]]
}



## b
{
  "formula": "C41H103N17O11",
  "method": "ωB97M-V/def2-TZVPD",
  "homo_energy_ev": -7.8983,
  "total_charge": 0,
  "smiles": "CC1(C)CCCC(C)(C)N1O.CC1(C)CCCC(C)(C)N1O.CC1(C)CCCC(C)(C)N1O.COC[C@H](C)N.COC[C@H](C)N.NC(N)=O.NC(N)=O.NC(N)=O.NC(N)=O.NC(N)=O.NC(N)=O",
  "orbital_gap_ev": 7.57,
  "lumo_energy_ha": -0.0122,
  "symbols": ["H", "H", "O", "C", "H", "H", "C", "N", "O", "N", "C", "C", "H", "H", "C", "C", "C", "H", "H", "H", "H", "H", "H", "N", "H", "H", "H", "H", "H", "C", "O", "H", "H", "H", "H", "C", "H", "H", "H", "H", "N", "H", "H", "C", "C", "C", "H", "H", "H", "H", "H", "C", "H", "H", "H", "C", "H", "O", "H", "H", "H", "C", "H", "H", "H", "C", "C", "H", "H", "H", "N", "C", "C", "C", "H", "H", "H", "C", "N", "H", "H", "H", "H", "C", "H", "H", "H", "N", "N", "H", "H", "H", "C", "H", "O", "O", "C", "H", "H", "H", "H", "O", "C", "C", "C", "N", "N", "H", "H", "C", "H", "H", "H", "H", "H", "N", "H", "N", "H", "C", "H", "H", "H", "C", "C", "C", "O", "H", "C", "H", "H", "C", "H", "H", "H", "H", "O", "H", "C", "N", "H", "C", "H", "H", "N", "H", "C", "H", "H", "H", "H", "O", "C", "N", "H", "H", "H", "H", "H", "H", "O", "N", "C", "C", "H", "C", "H", "H", "H", "H", "H", "N"],
  "coordinates": [[4.890, -4.237, -3.241], [5.005, 1.615, 1.321], [-0.549, 1.377, -1.035], [4.695, 4.642, 3.161], [-3.759, -1.014, -3.960], [-2.291, -0.222, 2.594], [-5.888, 0.028, -5.238], [5.875, 1.105, 1.376], [5.796, -5.879, -1.491], [4.389, -2.562, 4.235], [-3.040, 2.849, 2.298], [-1.149, -0.237, 0.617], [-0.467, 2.058, 3.019], [2.284, -0.096, -3.143], [-8.633, -2.207, -4.309], [-2.570, -0.221, -0.013], [3.964, -4.051, -2.697], [5.216, -2.297, 3.718], [-8.717, -2.798, -3.397], [-0.839, 2.292, -1.063], [6.171, -3.632, -0.721], [5.042, -4.395, 2.055], [-4.720, -3.375, -5.446], [1.297, 0.009, -2.955], [-2.383, 4.836, -2.113], [2.542, 3.107, -2.188], [-2.596, 4.537, 0.566], [-3.879, 5.295, 2.731], [4.435, -2.691, 5.236], [4.044, 5.050, 4.478], [-1.417, -2.919, 6.796], [-2.149, 3.240, -4.700], [-1.243, -0.513, -4.492], [4.228, -7.952, -0.067], [-3.079, 7.828, 1.631], [2.464, -4.574, 0.944], [-0.507, -0.799, 6.554], [0.653, -1.312, 5.247], [-3.363, 5.913, 0.528], [-0.179, -0.250, 3.883], [4.673, -5.495, -0.744], [1.093, 3.474, -0.041], [-2.202, 7.743, 3.114], [5.192, -3.160, -0.644], [-2.849, 3.242, -2.916], [-4.625, -1.312, -3.368], [2.812, -0.772, 2.271], [-0.892, -1.959, -0.555], [-3.950, 3.235, 1.839], [2.484, -2.796, -0.317], [2.140, 4.290, 3.818], [2.737, 4.271, 4.729], [-8.707, -4.625, -5.388], [2.916, -4.012, 1.761], [-9.311, -0.420, -3.349], [-8.030, -2.341, -6.717], [1.040, 0.602, -2.179], [1.004, -1.370, -4.692], [-7.033, -1.388, -2.336], [3.787, 6.106, 4.569], [3.358, -4.925, -2.935], [-8.481, -0.771, -3.963], [-0.950, 0.466, -3.039], [-3.273, 1.913, 2.806], [5.940, 0.383, -1.606], [-5.951, -1.132, -4.238], [4.137, -4.162, -1.110], [6.413, -4.960, 1.280], [-1.399, 8.150, 1.506], [-1.206, 4.039, -3.377], [-6.187, -2.443, -4.878], [3.412, -1.840, 4.003], [3.116, -5.989, 1.131], [4.830, -7.607, 0.774], [-7.177, -2.300, -7.395], [4.528, -8.078, 1.709], [-0.270, -4.429, 5.311], [-7.163, -0.799, -3.244], [-2.835, 3.967, -1.866], [5.783, -7.945, 0.368], [5.448, 5.373, 2.865], [-7.237, -4.991, -4.496], [-8.586, -0.068, -4.789], [-7.645, -4.390, -5.309], [-6.666, -0.153, -5.980], [3.355, 2.313, -3.542], [-3.237, -0.973, 0.407], [-0.591, 1.080, 0.307], [2.598, 2.866, -3.167], [4.619, 5.117, 6.398], [-0.287, 3.749, 1.029], [1.350, 4.514, 7.878], [-0.214, -1.274, -0.048], [4.006, 4.549, 2.322], [-5.252, -2.656, -5.795], [0.904, 4.234, -3.662], [-2.116, 7.534, 2.048], [0.436, -0.902, -0.840], [2.529, -6.599, 0.444], [2.941, -6.339, 2.148], [2.818, 3.184, 4.713], [-2.478, 3.819, 3.216], [-2.825, 5.202, 2.990], [0.669, 3.232, 0.934], [-7.566, -2.843, -5.278], [1.634, 2.615, -4.930], [-0.682, -0.255, -3.693], [-4.428, -2.327, -3.024], [5.145, -2.772, 0.373], [2.797, -3.832, -0.448], [3.763, -3.072, -3.132], [-8.422, -1.324, -6.743], [0.391, -1.902, 0.606], [2.122, 1.731, -4.951], [-7.322, -4.796, -6.268], [0.117, -1.446, 6.092], [5.193, 3.678, 3.273], [5.812, 0.948, -0.779], [5.255, 1.783, -0.664], [1.804, 1.038, 0.555], [-3.651, 3.878, -1.278], [1.987, -4.188, -1.085], [-0.931, 5.700, 2.223], [1.679, 3.367, -3.899], [-0.085, -0.075, 2.811], [0.517, 1.673, 1.078], [2.307, -1.929, 4.509], [-8.671, -3.041, -7.253], [-1.962, 5.956, 1.979], [1.267, 3.530, 1.795], [0.400, 3.910, 6.637], [1.427, 4.221, 6.831], [4.434, -1.366, 2.361], [2.061, 3.342, 6.951], [-2.543, -0.366, -1.093], [0.655, 2.722, -5.157], [2.005, 4.980, 5.737], [-4.725, -0.617, -2.534], [0.279, 1.375, 2.613], [4.972, 4.764, 5.520], [2.193, 1.495, -0.356], [-1.364, -0.485, 2.086], [-7.050, 0.228, -2.896], [6.277, 0.888, 2.277], [-2.051, 3.678, -3.795], [2.601, 1.477, 1.155], [-0.392, -2.679, 6.169], [5.176, -2.194, -1.149], [0.789, -0.645, 2.499], [5.010, 3.768, 5.685], [-4.923, 0.044, -5.744], [-3.675, 2.346, -3.135], [6.462, 0.514, 0.299], [3.542, -1.214, 2.810], [-9.648, -2.249, -4.704], [-2.582, 5.653, 3.952], [5.804, -6.029, 2.410], [-6.086, 1.021, -4.835], [-3.119, 0.695, 0.206], [1.044, -3.220, 5.014], [7.187, -0.421, 0.392], [0.280, -3.615, 5.544], [4.592, -6.091, 0.677], [5.456, -5.321, 1.657], [-1.269, -1.563, 2.217], [0.543, -0.697, -3.779], [1.379, -4.614, 1.043], [1.867, -0.050, 0.562], [1.186, 1.572, 3.185], [5.433, -6.176, -2.329], [-2.273, 2.473, 1.622], [-2.435, 5.531, 0.647]]
}



Energies in hartree, measured from the most stable structure: a 0.0000; b 0.0117.